[1]
This record from the Open Molecules 2025 dataset describes a structure of composition C26H26BBr2IrN9O4S2. The level of theory is ωB97M-V/def2-TZVPD.

As for the spin multiplicity: 2. Its orbital gap (alpha / beta) is 7.3 / 6.0 eV. The expectation value of S² is 0.754.

CARTESIAN COORDINATES (ANGSTROEM)
Ir 0.033 0.890 0.401
C 2.750 0.234 2.665
C 1.955 -0.894 2.100
C 2.246 -2.249 2.258
C 1.317 -2.915 1.500
N 0.508 -2.021 0.912
N 0.903 -0.772 1.285
B -0.779 -2.136 0.045
N -1.885 -1.295 0.717
C -3.096 -1.678 1.147
C -3.762 -0.572 1.615
C -2.882 0.502 1.452
C -3.137 1.929 1.789
N -1.750 0.038 0.912
N -0.438 -1.496 -1.332
C -0.507 -2.013 -2.564
C -0.220 -1.017 -3.469
C 0.012 0.130 -2.706
C 0.323 1.494 -3.220
N -0.108 -0.183 -1.410
N -1.324 -3.541 -0.179
C -0.983 -4.793 0.219
C -1.856 -5.679 -0.355
C -2.731 -4.877 -1.116
C -3.891 -5.304 -1.956
N -2.407 -3.602 -1.006
H 3.749 -0.130 2.907
H 2.309 0.610 3.582
H 2.844 1.064 1.968
H 3.041 -2.674 2.846
H 1.220 -3.967 1.329
H -3.407 -2.704 1.064
H -4.757 -0.526 2.022
H -4.180 2.041 2.079
H -2.924 2.579 0.941
H -2.532 2.250 2.638
H -0.776 -3.043 -2.710
H -0.197 -1.091 -4.543
H 0.325 1.469 -4.308
H 1.303 1.842 -2.895
H -0.425 2.213 -2.893
H -0.188 -4.995 0.908
H -1.868 -6.748 -0.236
H -4.015 -6.385 -1.919
H -3.749 -5.010 -2.996
H -4.814 -4.841 -1.606
C 3.287 0.038 -0.694
C 2.968 1.498 -0.586
C 3.981 2.441 -0.863
C 3.696 3.766 -0.986
C 2.354 4.195 -0.922
C 1.902 5.503 -1.214
Br 3.141 6.870 -1.631
C 0.566 5.785 -1.237
C -0.377 4.786 -0.961
Br -2.213 5.184 -1.063
C -0.002 3.499 -0.623
O -0.859 2.538 -0.399
C 1.395 3.219 -0.596
N 1.729 1.902 -0.355
H 4.331 -0.089 -0.971
H 2.664 -0.405 -1.474
H 3.104 -0.518 0.217
H 4.993 2.081 -0.983
H 4.478 4.486 -1.183
H 0.222 6.779 -1.486
O 1.000 1.740 4.897
S -0.142 1.112 4.286
O -0.035 -0.294 4.013
O -1.442 1.601 4.652
S 0.010 2.152 2.281

These are the Mulliken partial charges, in e, on atoms 1 to 6: 1.88, -1.21, 0.27, -1.63, -0.15, 1.04

=====

[2]
This record from the Open Molecules 2025 dataset describes a cluster of 2 separate species, C26H26BI2N2O5 in total. The level of theory is ωB97M-V/def2-TZVPD.

As for the charge: +1. Its orbital gap is 8.3 eV.

CARTESIAN COORDINATES (ANGSTROEM)
C -1.358 -0.401 0.037
C -2.879 -0.373 -0.264
B -3.255 0.459 -1.524
O -4.183 0.138 -2.457
N -2.532 1.755 -1.803
C -2.204 2.678 -0.823
C -1.585 3.733 -1.415
C -0.994 4.979 -0.916
I 0.480 5.791 -2.198
C -1.268 5.656 0.202
C -0.590 6.932 0.621
I -2.763 5.032 1.523
N -1.541 3.397 -2.765
C -2.109 2.215 -2.983
C -2.233 1.531 -4.302
C -1.015 1.773 -5.209
O -0.838 0.580 -5.951
C 0.419 0.341 -6.483
C 1.071 1.477 -7.234
O 0.898 -0.742 -6.352
H -1.021 -1.421 0.208
H -0.760 0.011 -0.780
H -1.111 0.155 0.942
H -3.293 -1.379 -0.354
H -3.396 0.093 0.588
H -4.931 -0.358 -2.104
H -2.412 2.521 0.219
H -0.827 7.740 -0.074
H 0.496 6.798 0.620
H -0.877 7.220 1.629
H -1.131 3.977 -3.485
H -2.273 0.457 -4.120
H -3.149 1.855 -4.799
H -0.119 1.986 -4.611
H -1.180 2.636 -5.866
H 0.388 2.302 -7.433
H 1.435 1.092 -8.185
H 1.912 1.847 -6.644
C 0.272 -0.995 5.989
C 0.946 -1.695 6.984
C 1.790 -2.740 6.648
C 1.958 -3.095 5.316
C 1.270 -2.404 4.317
C 0.433 -1.348 4.661
C 1.404 -2.787 2.884
O 0.811 -2.179 2.014
C 2.283 -3.942 2.552
C 2.391 -4.351 1.228
C 3.212 -5.415 0.897
C 3.935 -6.072 1.886
C 3.830 -5.672 3.207
C 3.001 -4.611 3.546
C 2.885 -4.215 4.979
O 3.519 -4.782 5.841
H -0.382 -0.175 6.255
H 0.813 -1.424 8.023
H 2.325 -3.290 7.410
H -0.088 -0.815 3.878
H 1.827 -3.829 0.467
H 3.291 -5.734 -0.134
H 4.580 -6.901 1.624
H 4.384 -6.176 3.987

These are the Mulliken partial charges, in e, on atoms 1 to 6: -0.93, -0.55, 0.47, -0.54, 0.22, -0.82

=====

[3]
This record from the Open Molecules 2025 dataset describes a structure of composition C26H26BN11O6STi at a distorted geometry. The level of theory is ωB97M-V/def2-TZVPD.

As for the spin multiplicity: 3. As for the charge: -2. Its orbital gap (alpha / beta) is 3.3 / 6.3 eV. The expectation value of S² is 2.051.

CARTESIAN COORDINATES (ANGSTROEM)
Ti 0.681 -0.062 0.045
N 4.565 -0.054 -1.594
C 3.516 -0.283 -0.729
S 3.079 1.015 0.344
N 2.971 -1.449 -0.675
N 1.949 -1.516 0.249
C 2.141 -2.347 1.249
C 1.468 -2.244 2.488
C 1.653 -3.185 3.518
C 1.111 -2.995 4.771
C 0.374 -1.845 5.041
C 0.176 -0.897 4.050
C 0.680 -1.070 2.752
O 0.479 -0.169 1.835
H 4.633 0.925 -1.838
H 4.539 -0.655 -2.407
H 2.957 -3.068 1.158
H 2.252 -4.067 3.318
H 1.256 -3.734 5.551
H -0.040 -1.682 6.031
H -0.381 0.009 4.257
B -2.653 1.565 -0.892
N -1.545 2.310 -0.119
C -1.669 3.579 0.284
C -0.596 3.891 1.096
C 0.153 2.718 1.136
N -0.443 1.778 0.402
N -2.173 0.228 -1.497
C -2.851 -0.400 -2.465
C -2.225 -1.600 -2.734
C -1.134 -1.618 -1.867
N -1.139 -0.520 -1.116
H -3.556 1.329 -0.118
H -3.030 2.271 -1.782
H -2.499 4.181 -0.027
H -0.387 4.824 1.580
H 1.075 2.508 1.655
H -3.721 0.043 -2.910
H -2.524 -2.346 -3.443
H -0.376 -2.371 -1.739
C -1.095 -5.351 2.002
N -1.701 -4.048 1.984
C -2.737 -3.728 2.810
C -3.206 -2.444 2.858
C -2.538 -1.487 2.064
N -1.564 -1.817 1.222
C -1.117 -3.069 1.131
O -0.259 -3.439 0.347
N -2.832 -0.156 2.166
H -1.785 -6.073 2.440
H -0.168 -5.324 2.584
H -0.850 -5.636 0.977
H -3.158 -4.537 3.391
H -4.030 -2.172 3.500
H -3.793 0.100 2.325
H -2.323 0.411 1.500
O 2.068 -0.127 -3.531
C 1.601 0.742 -2.787
O 1.092 0.473 -1.626
C 1.585 2.168 -3.201
C 1.221 3.197 -2.319
C 1.152 4.499 -2.738
C 1.483 4.843 -4.065
C 1.891 3.816 -4.941
C 1.927 2.515 -4.517
N 1.400 6.148 -4.512
O 1.025 7.055 -3.724
O 1.699 6.410 -5.709
H 1.013 2.941 -1.289
H 0.849 5.285 -2.062
H 2.173 4.088 -5.948
H 2.213 1.718 -5.188

These are the Mulliken partial charges, in e, on atoms 1 to 6: -0.12, -0.51, 0.31, -0.57, -1.41, 1.68

=====

What did the third record say?
This record from the Open Molecules 2025 dataset describes a structure of composition C26H26BN11O6STi at a distorted geometry. The level of theory is ωB97M-V/def2-TZVPD.

As for the spin multiplicity: 3. As for the charge: -2. Its orbital gap (alpha / beta) is 3.3 / 6.3 eV. The expectation value of S² is 2.051.

CARTESIAN COORDINATES (ANGSTROEM)
Ti 0.681 -0.062 0.045
N 4.565 -0.054 -1.594
C 3.516 -0.283 -0.729
S 3.079 1.015 0.344
N 2.971 -1.449 -0.675
N 1.949 -1.516 0.249
C 2.141 -2.347 1.249
C 1.468 -2.244 2.488
C 1.653 -3.185 3.518
C 1.111 -2.995 4.771
C 0.374 -1.845 5.041
C 0.176 -0.897 4.050
C 0.680 -1.070 2.752
O 0.479 -0.169 1.835
H 4.633 0.925 -1.838
H 4.539 -0.655 -2.407
H 2.957 -3.068 1.158
H 2.252 -4.067 3.318
H 1.256 -3.734 5.551
H -0.040 -1.682 6.031
H -0.381 0.009 4.257
B -2.653 1.565 -0.892
N -1.545 2.310 -0.119
C -1.669 3.579 0.284
C -0.596 3.891 1.096
C 0.153 2.718 1.136
N -0.443 1.778 0.402
N -2.173 0.228 -1.497
C -2.851 -0.400 -2.465
C -2.225 -1.600 -2.734
C -1.134 -1.618 -1.867
N -1.139 -0.520 -1.116
H -3.556 1.329 -0.118
H -3.030 2.271 -1.782
H -2.499 4.181 -0.027
H -0.387 4.824 1.580
H 1.075 2.508 1.655
H -3.721 0.043 -2.910
H -2.524 -2.346 -3.443
H -0.376 -2.371 -1.739
C -1.095 -5.351 2.002
N -1.701 -4.048 1.984
C -2.737 -3.728 2.810
C -3.206 -2.444 2.858
C -2.538 -1.487 2.064
N -1.564 -1.817 1.222
C -1.117 -3.069 1.131
O -0.259 -3.439 0.347
N -2.832 -0.156 2.166
H -1.785 -6.073 2.440
H -0.168 -5.324 2.584
H -0.850 -5.636 0.977
H -3.158 -4.537 3.391
H -4.030 -2.172 3.500
H -3.793 0.100 2.325
H -2.323 0.411 1.500
O 2.068 -0.127 -3.531
C 1.601 0.742 -2.787
O 1.092 0.473 -1.626
C 1.585 2.168 -3.201
C 1.221 3.197 -2.319
C 1.152 4.499 -2.738
C 1.483 4.843 -4.065
C 1.891 3.816 -4.941
C 1.927 2.515 -4.517
N 1.400 6.148 -4.512
O 1.025 7.055 -3.724
O 1.699 6.410 -5.709
H 1.013 2.941 -1.289
H 0.849 5.285 -2.062
H 2.173 4.088 -5.948
H 2.213 1.718 -5.188

These are the Mulliken partial charges, in e, on atoms 1 to 6: -0.12, -0.51, 0.31, -0.57, -1.41, 1.68

=====

Number 1 is which compound? C26H26BBr2IrN9O4S2